# 1
ORCA calculation (wB97M-V/def2-TZVPD) on an isolated ion of composition C7H14NO2 and charge +1.

Properties
Kohn-Sham gap, eV: 10.031
Total charge: +1
SMILES: C#[N+][C@@H](CC)[C@H](O)OCC
HOMO, eV: -14.12

Structure (XYZ):
```
24
Properties=species:S:1:pos:R:3:forces:R:3:nbo_charge:R:1
C -1.18369 2.84451 -0.40715 0.7849 -2.6744 1.7086 0.428
C -2.56495 -1.36104 0.12676 -1.3019 -1.4277 -0.6340 -0.635
C 1.83286 -1.35562 -1.12329 -1.2915 0.6254 -1.4410 -0.664
C -1.38843 -0.55418 -0.31264 1.9307 1.9701 -1.2680 -0.402
C 2.41003 -0.16330 -0.41984 1.2415 0.9757 -0.0976 -0.076
C -0.84521 0.60587 0.59649 -1.6737 -2.7590 4.0412 -0.157
C 0.63116 0.58387 1.07155 -2.0298 -2.6100 0.8813 0.404
N -1.01872 1.84489 0.12439 -1.7484 3.7018 -2.5602 -0.128
O 0.69185 1.58471 2.01038 -1.7631 -0.8294 0.9001 -0.706
O 1.48151 0.86914 0.06002 0.8301 -1.3569 -0.5234 -0.552
H -1.18080 3.80772 -0.76631 -0.2327 1.8065 -0.8550 0.280
H -2.26259 -2.31406 0.70349 -0.5933 1.6788 -0.7685 0.238
H -2.96380 -1.68560 -0.90874 0.0002 0.0454 2.0104 0.245
H -3.36226 -0.77879 0.67735 0.8649 -0.7310 -0.6439 0.229
H 1.43878 -2.13216 -0.38603 0.4750 0.8693 -1.3444 0.221
H 1.01166 -0.84600 -1.77361 1.0333 -1.5966 0.8760 0.213
H 2.59931 -1.75645 -1.86833 -1.0193 0.2212 1.3071 0.263
H -1.57529 -0.04259 -1.33217 0.3050 -1.0258 1.4350 0.217
H -0.49811 -1.20072 -0.41625 -0.6790 0.2223 -0.3027 0.244
H 2.99497 0.47320 -1.09197 0.0128 -0.5086 -0.1207 0.209
H 3.10297 -0.49929 0.34773 -0.1692 0.3253 0.5894 0.191
H -1.41014 0.57479 1.66537 0.9873 0.1492 -2.4049 0.280
H 0.55284 -0.48912 1.55000 1.6056 1.5725 -0.7593 0.164
H 1.50606 1.99019 1.87281 2.4306 1.3561 -0.0254 0.494
```
Forces are in eV/Å.

# 2
ORCA calculation (wB97M-V/def2-TZVPD) on C29H27ClF3N4O6Sc as an isolated structure.

Properties
Kohn-Sham gap, eV: 5.451
Total charge: -2
HOMO, eV: -1.28

Structure (XYZ):
```
71
Properties=species:S:1:pos:R:3:forces:R:3:mulliken_charge:R:1
Sc -1.03566 -0.08934 -0.08042 -0.5965 -0.0050 -0.1011 0.119
O 4.16450 4.62923 -2.32582 0.3724 -0.3097 0.0568 -0.746
C 3.76887 4.55238 -1.14695 -0.9530 0.8653 -0.3299 0.412
O 4.01346 5.28034 -0.16664 0.3606 -0.2776 0.1722 -0.744
C 2.61676 3.53888 -0.92271 0.2525 -0.2947 0.1058 -0.975
C 2.00496 3.40667 0.31105 -0.0112 -0.0120 0.0102 -0.955
C 0.97721 2.48830 0.47480 0.0214 -0.0024 -0.0073 0.848
N 0.52747 1.73125 -0.53040 0.0154 -0.0845 0.0179 0.946
C 1.08759 1.88310 -1.73463 -0.0202 0.0137 -0.0149 1.358
C 2.14316 2.75445 -1.96002 -0.0054 0.0073 0.0047 -1.136
C 0.46155 1.10272 -2.83334 -0.0028 0.0083 -0.0179 0.144
C 0.80454 1.30215 -4.16631 0.0102 0.0000 0.0002 -1.018
C 0.13941 0.58406 -5.14343 -0.0007 -0.0014 -0.0028 -0.591
C -0.85598 -0.29994 -4.76775 0.0030 0.0017 0.0132 -1.010
C -1.13749 -0.44330 -3.41853 0.0006 -0.0075 -0.0360 -0.436
N -0.48686 0.23302 -2.47388 0.0323 -0.0633 0.0720 0.711
C 0.27635 2.31823 1.77353 -0.0048 0.0036 -0.0221 0.389
C 0.73158 2.92208 2.94068 -0.0134 0.0008 0.0071 -0.901
C -0.00702 2.77719 4.10084 0.0068 0.0040 -0.0008 -0.636
C -1.17905 2.04337 4.06240 0.0022 -0.0101 0.0048 -0.981
C -1.54674 1.45280 2.86546 0.0280 -0.0119 0.0151 -0.393
N -0.83093 1.57089 1.75010 -0.0131 -0.0193 -0.0166 0.798
H 2.35483 4.04538 1.10849 0.0054 0.0002 -0.0039 0.519
H 2.62082 2.86758 -2.92203 -0.0024 0.0022 0.0013 0.552
H 1.56935 2.01532 -4.43324 -0.0024 0.0013 -0.0025 0.468
H 0.39340 0.72432 -6.18716 -0.0008 0.0003 -0.0016 0.416
H -1.41116 -0.87751 -5.49379 0.0025 0.0003 -0.0035 0.429
H -1.90223 -1.11713 -3.06263 0.0052 0.0227 -0.0017 0.471
H 1.64995 3.48909 2.94009 -0.0011 0.0018 0.0011 0.408
H 0.33122 3.23557 5.02206 0.0011 -0.0007 -0.0007 0.404
H -1.79444 1.90628 4.94081 -0.0004 0.0006 -0.0018 0.412
H -2.44337 0.85566 2.78647 0.0000 -0.0160 0.0025 0.608
O -3.83013 2.57933 0.83330 -0.0268 0.0070 -0.0138 -0.705
Cl -3.71058 1.43356 -0.02066 0.0534 0.0340 -0.0008 1.832
O -4.96571 1.11906 -0.62191 -0.0014 -0.0181 -0.0036 -0.714
O -2.69413 1.66470 -1.03859 0.0456 -0.0365 0.0893 -0.625
O -3.22874 0.29142 0.76729 -0.0751 0.0122 0.0230 -0.606
C -2.40301 -2.96469 2.06278 0.0024 -0.0064 0.0108 -1.445
C -1.20301 -3.04304 3.00799 -0.0024 0.0115 0.0036 0.625
C -1.15015 -1.83425 3.94647 -0.0166 0.0003 0.0126 -1.206
C 0.14947 -3.24481 2.34688 -0.0005 -0.0041 0.0117 0.232
C 0.86048 -4.37584 2.71721 0.0091 0.0182 0.0084 -0.804
C 2.14193 -4.64033 2.25315 0.0030 -0.0063 -0.0038 -1.299
C 2.71975 -3.70027 1.41289 0.0108 0.0190 0.0187 -0.718
C 2.05852 -2.54987 1.00679 0.0228 0.0192 0.0394 0.190
C 2.84262 -1.58294 0.13934 -0.0156 -0.0048 -0.0299 0.366
C 3.03863 -0.23837 0.84572 -0.0156 -0.0071 -0.0097 -1.295
C 2.26739 -1.43019 -1.26820 0.0083 0.0083 -0.0329 -1.159
C 0.70493 -2.29090 1.42194 -0.2433 -0.1584 -0.0887 0.042
N -0.02224 -1.25290 0.95678 0.4890 0.0890 -0.0332 1.270
H -3.32988 -3.09647 2.63305 -0.0052 0.0040 0.0039 0.465
H -2.35456 -3.73151 1.28974 -0.0041 0.0026 0.0071 0.317
H -2.45438 -2.00893 1.54860 -0.0055 -0.0350 0.0153 0.153
H -1.35735 -3.93096 3.63406 0.0003 -0.0031 -0.0059 0.546
H -0.80181 -0.97020 3.38455 -0.0026 0.0608 -0.0205 -0.112
H -0.45159 -2.00919 4.76949 -0.0019 -0.0018 -0.0030 0.440
H -2.13732 -1.61081 4.36708 0.0058 -0.0003 -0.0042 0.363
H 0.38768 -5.07592 3.40242 -0.0025 -0.0004 -0.0031 0.290
H 2.67584 -5.53580 2.54935 -0.0003 -0.0016 -0.0017 0.319
H 3.73530 -3.85774 1.05659 -0.0005 -0.0022 -0.0055 0.316
H 3.83951 -2.02376 0.01647 -0.0037 -0.0118 0.0005 0.632
H 2.07794 0.12219 1.20690 -0.0546 0.0533 -0.0041 -0.091
H 3.47557 0.51013 0.17700 -0.0126 0.0076 0.0016 0.335
H 3.70102 -0.35772 1.70692 -0.0042 -0.0020 -0.0028 0.473
H 1.25800 -1.02942 -1.23514 0.0734 -0.0528 0.0290 -0.069
H 2.20884 -2.40106 -1.76566 0.0214 -0.0032 -0.0052 0.405
H 2.89144 -0.76158 -1.87126 0.0032 -0.0030 -0.0089 0.480
F -2.23654 -1.51249 -1.06022 0.2554 0.2280 0.1056 -0.528
C -2.01974 -3.36056 -1.46011 -0.0248 -0.0243 -0.0446 -0.314
F -2.71578 -3.27135 -2.62279 -0.0200 -0.0130 0.0088 -0.173
F -0.75930 -3.23534 -1.87562 0.0446 0.0032 0.0166 -0.121
```
Forces are in eV/Å.

# 3
ORCA calculation (wB97M-V/def2-TZVPD) on C4H9N3O as an isolated structure.

Properties
Kohn-Sham gap, eV: 8.426
Total charge: 0
HOMO, eV: -7.53

Structure (XYZ):
```
17
Properties=species:S:1:pos:R:3:forces:R:3:nbo_charge:R:1
C -1.66112 0.61169 -0.78968 -0.0565 0.5411 0.0132 -0.427
N -0.55580 -0.27273 -0.47908 2.9480 1.3757 1.5965 -0.401
C 0.87891 0.54607 -0.10264 -0.7657 -0.3974 -3.6082 0.433
N 1.90691 -0.27645 -0.50611 -0.1154 -0.0219 0.1499 -0.823
C -0.34299 -1.56983 1.36811 -0.3466 0.7135 -0.2418 0.400
C 0.98980 1.86348 0.09281 -0.3407 0.0446 0.1290 -0.649
O -0.60899 -2.57717 0.55657 0.1072 -0.1624 -0.8038 -0.670
N -0.36678 -0.34905 0.96302 -1.6885 -1.2512 2.0927 -0.385
H -0.72451 -2.10132 -0.32676 0.0333 -0.3984 0.5933 0.506
H 2.76975 -0.20834 0.01155 -0.1714 -0.0311 0.0211 0.390
H 1.65241 -1.20781 -0.79558 0.0527 0.1390 -0.0425 0.390
H -0.14011 -1.81239 2.40254 0.0516 -0.0008 -0.0265 0.181
H -1.57249 1.61150 -0.34278 0.1165 -0.2437 -0.0126 0.199
H -2.60181 0.18426 -0.42446 0.1853 -0.1116 -0.1845 0.204
H -1.68067 0.72974 -1.87427 -0.1529 -0.0613 0.0692 0.210
H 1.83294 2.38523 -0.33070 0.3256 -0.1463 0.3612 0.227
H 0.22455 2.44309 0.57747 -0.1825 0.0122 -0.1062 0.216
```
Forces are in eV/Å.

# 4
ORCA calculation (wB97M-V/def2-TZVPD) on one molecule with the formula C4H5N5.

Properties
Kohn-Sham gap, eV: 7.720
Total charge: 0
HOMO, eV: -7.61

Structure (XYZ):
```
14
Properties=species:S:1:pos:R:3:forces:R:3:nbo_charge:R:1
C -0.93714 0.93922 -1.90534 0.0384 -0.3434 0.0203 -0.090
C -0.36849 0.69515 -0.64896 -0.1279 -1.2684 0.0487 -0.106
C -0.41083 -0.68101 -0.45929 1.4239 1.2921 2.4965 -0.062
C 0.91477 -0.26777 1.48831 -1.3293 -0.1843 -2.3233 0.510
N -1.26473 -0.20988 -2.47789 -0.2294 0.0502 -0.5931 -0.275
N 0.84168 0.96149 1.32603 0.2541 0.1426 -0.0255 -0.251
N -0.91496 -1.16997 -1.59879 0.0464 0.1465 -0.1781 -0.388
N 0.19522 1.53562 0.30908 0.0055 0.0310 0.3127 -0.353
N 1.07646 -1.14882 2.45200 0.1685 0.0423 0.4683 -0.804
H -1.08664 1.86744 -2.42068 -0.0979 0.1598 -0.1865 0.203
H -1.12419 -2.12957 -1.82188 -0.0107 0.2237 0.0403 0.402
H 0.51267 2.46259 0.06672 0.0448 -0.2608 0.2096 0.398
H 1.62729 -1.97020 2.26947 -0.0086 0.0516 -0.0105 0.411
H 0.93888 -0.88428 3.42120 -0.1779 -0.0828 -0.2794 0.406
```
Forces are in eV/Å.

# 5
ORCA calculation (wB97M-V/def2-TZVPD) on a 2-piece molecular cluster, C10H14O overall.

Properties
Kohn-Sham gap, eV: 10.356
Total charge: 0
SMILES: c1ccccc1.C1CCOC1
HOMO, eV: -9.42

Structure (XYZ):
```
25
Properties=species:S:1:pos:R:3:forces:R:3:nbo_charge:R:1
O 1.46418 2.30850 -1.26112 -0.2442 -0.1186 -0.1153 -0.539
C 1.46652 1.12253 -2.06834 0.4405 -0.1790 0.0058 -0.069
C 0.11866 2.78665 -1.12310 0.0319 0.4135 0.2332 -0.069
C 0.01251 0.68019 -2.17849 -0.2002 -0.5307 -0.0769 -0.436
C -0.71048 2.02597 -2.15062 -0.4802 0.1543 -0.2398 -0.433
H 1.88993 1.35796 -3.06369 -0.1650 -0.0389 0.3165 0.163
H 2.12620 0.37274 -1.59075 -0.3492 0.3378 -0.1836 0.186
H -0.23723 2.58673 -0.09412 0.1220 0.0109 -0.3380 0.165
H 0.11764 3.88353 -1.27241 0.0083 -0.5164 0.0209 0.185
H -0.18778 0.08007 -3.08688 0.1213 0.3465 0.4358 0.218
H -0.27570 0.06947 -1.30133 0.1394 0.2798 -0.3342 0.210
H -1.78043 1.95676 -1.87517 0.5630 0.0121 -0.0965 0.219
H -0.64893 2.51725 -3.14073 0.0104 -0.2043 0.4221 0.202
C 1.11116 -1.76142 1.91586 0.1540 0.0049 -0.0217 -0.220
C 0.40809 -0.66808 2.42317 0.0812 0.1462 0.0404 -0.204
C 0.42349 -2.90571 1.50992 0.0747 -0.1133 -0.0618 -0.215
C -0.98266 -0.71901 2.52453 -0.0755 0.1199 0.0426 -0.222
C -0.96728 -2.95664 1.61128 -0.0785 -0.1233 -0.0506 -0.216
C -1.67035 -1.86330 2.11859 -0.1542 -0.0051 0.0009 -0.216
H 2.20553 -1.72135 1.83610 -0.5298 -0.0145 0.0398 0.216
H 0.94922 0.23234 2.74259 -0.2589 -0.4348 -0.1638 0.216
H 0.97672 -3.76604 1.11074 -0.2672 0.4145 0.1941 0.215
H -1.53590 0.14131 2.92372 0.2675 -0.4138 -0.1888 0.215
H -1.50840 -3.85706 1.29186 0.2612 0.4346 0.1557 0.215
H -2.76471 -1.90337 2.19835 0.5276 0.0176 -0.0370 0.215
```
Forces are in eV/Å.

# 6
ORCA calculation (wB97M-V/def2-TZVPD) on CH2ClN as an isolated structure.

Properties
Kohn-Sham gap (spin up / spin down), eV: 8.807 / 8.639
Total charge: 0
HOMO (spin up / spin down), eV: -10.59 / -10.57

Structure (XYZ):
```
5
Properties=species:S:1:pos:R:3:forces:R:3:nbo_charge:R:1
C -0.01016 -0.54492 0.24424 -1.4134 -0.8789 -0.0025 -0.153
N 0.73659 0.43868 0.14338 0.8742 1.4540 -0.9841 -0.161
Cl 0.02632 2.18843 -1.01467 0.3497 -2.4202 1.5873 -0.149
H 0.31411 -1.57194 0.65164 0.1584 1.8873 -0.3115 0.244
H -1.06685 -0.51025 -0.02460 0.0312 -0.0423 -0.2892 0.221
```
Forces are in eV/Å.

Maximum force across the listed records, respectively: 5.17, 1.33, 3.71, 3.15, 0.57, 2.92 eV/Å.
Relative energy (zero: lowest compared OMol25 entry of this formula, charge and spin) across the listed records, respectively: 92.7, 0.0, 108.6, 88.1, 17.5, 52.0 kcal per mole.
Total energy across the listed records, respectively: -13060.8332, -90130.8788, -10807.7546, -11674.7868, -12643.9652, -15078.9762 eV.